Density functional theory data (ωB97M-V/def2-TZVPD) for the molecule C6H10.

Structure (XYZ):
```
16
Properties=species:S:1:pos:R:3:forces:R:3:lowdin_charge:R:1
C -0.045138 -1.264295 -0.416606 -0.02 -0.06 -0.09 -0.221
C -0.987591 -0.672930 0.628575 -0.02 0.09 0.08 -0.200
C -0.978515 0.883895 0.656311 -0.17 -0.11 0.06 -0.188
C 0.017016 1.526677 -0.270892 0.10 -0.06 -0.06 -0.122
C 1.110930 0.887670 -0.679287 -0.10 0.12 0.02 -0.117
C 1.311921 -0.560637 -0.313220 0.07 -0.03 0.02 -0.204
H -0.441372 -1.120021 -1.429946 0.05 0.01 0.15 0.116
H 0.044866 -2.342499 -0.259081 0.04 0.05 0.02 0.105
H -0.675250 -1.061295 1.605074 -0.07 0.10 -0.07 0.105
H -2.013467 -1.021231 0.469113 0.16 -0.01 0.00 0.102
H -0.754336 1.229094 1.673903 -0.05 -0.05 -0.08 0.110
H -1.985960 1.256288 0.446648 0.12 0.05 -0.06 0.100
H -0.184077 2.551293 -0.578850 0.13 -0.11 0.07 0.098
H 1.837997 1.383385 -1.318496 -0.10 -0.05 0.08 0.096
H 1.665159 -0.645269 0.725565 0.03 0.00 -0.13 0.117
H 2.077817 -1.030132 -0.938805 -0.17 0.07 0.00 0.104
```
Forces are in eV/Å.

E_LUMO in hartree: 0.0448
Orbital gap in eV: 10.31
Relative energy (zero: lowest compared OMol25 entry of this formula, charge and spin) in kcal/mol: 3.7
SMILES: C1=CCCCC1

Density functional theory data (ωB97M-V/def2-TZVPD) for a structure of composition C9H24BrF3NO10P3SSi2.

Structure (XYZ):
```
54
Properties=species:S:1:pos:R:3:forces:R:3:lowdin_charge:R:1
C 6.949238 0.879479 0.927493 -0.24 0.96 -0.96 -0.080
C 6.476435 1.644604 -0.423186 0.19 -0.38 1.74 -0.247
O 5.612602 0.723528 -1.133257 -0.76 2.03 0.18 -0.192
C 4.276021 1.251847 -1.263337 -1.49 -0.90 -0.11 -0.174
C 3.339513 0.813318 -0.013543 1.57 0.20 -0.64 -0.184
O 1.959823 0.795034 -0.442589 0.30 -0.40 1.25 -0.257
C 1.112939 0.182028 0.589250 1.24 0.57 1.01 -0.275
Si 0.134458 -1.241839 -0.195166 0.42 -1.42 -2.79 0.330
N 1.139914 -1.856623 -1.565538 -0.32 1.24 0.77 -0.070
O -1.414346 -0.920439 -0.847451 0.97 2.29 1.61 -0.360
Si -2.170262 0.542063 -0.394014 -0.87 -2.91 -0.23 0.212
P -4.230477 0.460913 -1.281975 -0.54 1.13 0.07 0.694
P -5.196350 -1.439349 -0.816309 -3.69 -3.20 -2.48 0.387
O -6.389789 -1.584885 -1.792489 3.06 0.85 2.04 -0.409
O -5.882632 -1.486036 0.747464 1.99 0.35 -1.98 -0.219
O -4.180218 -2.789895 -1.092184 -1.54 2.06 0.80 -0.230
C -2.428576 0.814641 1.476974 0.12 0.28 1.38 -0.694
Br -3.654412 2.418400 1.612291 0.90 -0.41 -0.31 0.684
C -3.106410 -0.428674 2.254126 0.57 0.15 0.26 -0.302
C -4.304229 -0.026324 3.225875 -0.35 -1.24 0.32 -0.191
S -1.267010 2.331077 -1.330609 -0.94 6.42 2.90 0.671
O -0.215105 2.958221 -0.466199 -1.04 -2.50 -2.17 -0.342
O -2.407018 3.331224 -1.432440 2.11 -3.29 -0.75 -0.396
C -0.730915 2.002112 -3.093652 0.04 0.13 -3.71 -0.487
F 0.264046 2.900847 -3.519100 -2.17 -2.52 1.27 0.092
F -1.852652 2.231020 -3.927736 2.46 -0.57 1.91 0.054
F -0.372009 0.661472 -3.312043 -0.29 2.92 0.69 0.069
P 0.168873 -2.922547 1.295312 0.49 -2.13 1.43 0.759
O -1.393825 -3.601052 1.447580 1.52 0.14 0.00 -0.375
O 1.161320 -4.160905 0.598087 -2.04 1.43 -0.53 -0.374
H 6.859200 -0.239312 0.775905 0.45 1.38 0.11 0.079
H 8.008426 1.238024 1.138179 -1.38 -0.77 0.17 0.075
H 6.219859 1.179022 1.745041 1.13 -0.41 -0.79 0.069
H 7.349133 2.005219 -1.054822 -1.07 -0.77 0.57 0.119
H 5.908840 2.568602 -0.065014 0.63 -1.11 -0.76 0.115
H 3.810988 0.737852 -2.172803 0.65 0.82 1.11 0.133
H 4.229379 2.378647 -1.390980 0.27 -1.35 0.03 0.130
H 3.518269 1.540462 0.850887 -0.47 -0.97 -0.92 0.138
H 3.730045 -0.230567 0.280428 -0.79 1.36 -0.29 0.139
H 0.542079 0.945527 1.204980 0.74 -0.57 -0.84 0.080
H 1.862260 -0.300456 1.324397 -1.45 0.33 -0.78 0.099
H 2.097292 -2.060141 -1.244255 -0.53 -0.10 -0.13 0.033
H 1.266789 -1.090530 -2.255651 -0.17 -0.67 0.46 0.027
H -4.068147 0.466871 -2.722447 0.13 -0.67 0.90 -0.059
H -6.643606 -0.868099 0.736506 0.42 -0.43 -0.25 0.080
H -4.549546 -3.193526 -1.915778 0.09 0.40 0.86 0.080
H -1.505232 1.114086 2.061670 -1.09 -0.14 -0.93 0.066
H -3.366844 -1.216103 1.480215 -0.06 0.76 1.19 0.072
H -2.286862 -0.883241 2.920667 -1.08 0.59 -1.14 0.118
H -4.026772 0.776007 3.990158 -0.30 -0.98 -1.36 0.073
H -4.543832 -0.963238 3.845724 0.35 1.22 -0.91 0.089
H -5.271689 0.222044 2.670416 1.59 -0.10 0.79 0.052
H -1.323958 -4.181734 2.241313 -0.24 0.62 -0.75 0.047
H 0.784979 -4.428676 -0.276367 0.53 0.25 0.71 0.052
```
Forces are in eV/Å.

E_LUMO in hartree: -0.0208
Orbital gap in eV: 8.35
Relative energy (zero: lowest compared OMol25 entry of this formula, charge and spin) in kcal/mol: 109.6

Density functional theory data (ωB97M-V/def2-TZVPD) for a cluster of 5 separate species, C29H38Cl2N4O6 in total.

Structure (XYZ):
```
79
Properties=species:S:1:pos:R:3:forces:R:3:lowdin_charge:R:1
C -5.733924 -6.078622 -2.496557 -0.46 -0.29 0.11 -0.130
C -4.648327 -5.072735 -2.541361 0.08 0.00 -0.01 -0.722
Cl -5.109981 -3.503340 -1.950863 -0.03 0.04 0.02 0.716
C -3.403553 -5.239770 -2.972865 -0.24 -0.01 -0.17 -0.664
Cl -2.920294 -6.787052 -3.616152 0.13 0.06 -0.02 0.706
C -2.363064 -4.191714 -2.951657 0.29 -0.01 0.25 -0.289
C -2.028232 -3.461600 -4.089139 0.05 -0.07 0.41 0.001
C -1.069521 -2.461475 -3.997910 0.12 -0.03 -0.13 0.021
C -0.455346 -2.193724 -2.785931 -0.13 -0.25 0.28 -0.076
C -0.762369 -2.950923 -1.649236 -0.28 -0.03 -0.56 -0.065
C -1.716617 -3.950735 -1.739371 0.19 -0.05 -0.13 0.043
C -0.049301 -2.631102 -0.384240 -0.08 0.37 -0.22 -0.279
O 0.353233 -3.476411 0.371126 -0.15 -0.56 0.51 0.123
C 0.154046 -1.177567 -0.167959 -0.02 0.45 -0.26 -0.084
C 0.042312 -0.581828 1.081595 0.18 -0.14 -0.02 0.001
C 0.201121 0.793194 1.211628 0.00 -0.22 -0.55 -0.045
C 0.462112 1.562844 0.077706 0.01 -0.27 0.44 -0.054
C 0.596337 0.966960 -1.169024 0.06 0.05 -0.09 0.009
C 0.436418 -0.404725 -1.303431 -0.09 0.18 0.67 -0.079
C 0.546793 -1.103278 -2.612033 -0.21 -0.05 0.25 -0.295
O 1.386704 -0.837753 -3.428603 0.19 0.32 -0.61 0.146
H -6.552592 -5.812686 -3.163583 0.01 0.15 -0.11 0.086
H -6.166048 -6.130767 -1.498507 0.05 0.08 0.12 0.080
H -5.401155 -7.074533 -2.763468 0.20 -0.02 -0.07 0.050
H -2.533957 -3.688094 -5.015454 0.01 0.10 -0.14 0.124
H -0.785834 -1.872366 -4.857790 -0.02 0.01 -0.10 0.126
H -1.969669 -4.545995 -0.872806 0.02 0.00 0.08 0.138
H -0.172124 -1.214220 1.932020 0.00 0.05 0.11 0.113
H 0.109633 1.264573 2.176714 -0.03 0.04 0.12 0.107
H 0.564554 2.629356 0.212327 0.00 0.09 -0.23 0.097
H 0.791582 1.563113 -2.049106 0.04 0.04 -0.02 0.123
C -2.337870 4.420891 -1.130159 -0.07 -0.08 0.01 -0.358
O -2.154912 3.315385 -1.608481 0.09 0.01 -0.01 -0.001
N -1.473464 5.446715 -1.216495 -0.06 0.11 0.15 -0.191
C -1.741678 6.750184 -0.623326 0.19 -0.45 -0.23 -0.064
C -0.227292 5.241860 -1.931182 -0.15 -0.12 0.00 -0.039
H -3.254737 4.674854 -0.571848 0.01 0.02 0.00 0.132
H -1.746459 7.515054 -1.391748 -0.02 0.12 0.03 0.073
H -0.970793 6.987680 0.109426 -0.04 0.12 0.03 0.078
H -2.709411 6.742668 -0.127546 -0.01 -0.01 -0.01 0.088
H -0.429539 4.959862 -2.965279 0.07 -0.01 -0.01 0.094
H 0.344889 4.436493 -1.467613 0.06 0.01 -0.05 0.073
H 0.356732 6.158603 -1.912630 -0.03 0.03 0.02 0.085
C 1.690383 -2.153510 5.398698 -0.03 0.04 0.06 -0.369
O 2.322399 -1.489841 6.200131 0.02 0.00 -0.04 0.001
N 2.206239 -2.739788 4.305025 -0.13 -0.04 -0.02 -0.187
C 1.395073 -3.515822 3.384435 0.32 0.07 0.18 -0.060
C 3.627252 -2.592760 4.034123 -0.06 0.09 0.10 -0.034
H 0.605237 -2.329159 5.509579 0.00 -0.02 -0.02 0.128
H 1.777310 -4.537381 3.338644 -0.07 -0.03 -0.05 0.079
H 1.435177 -3.074589 2.392282 -0.05 -0.09 -0.09 0.058
H 0.358672 -3.539079 3.718931 0.01 0.04 0.05 0.088
H 4.207929 -2.996466 4.863165 0.06 0.01 -0.03 0.094
H 3.877126 -1.536359 3.924705 0.05 -0.02 0.00 0.090
H 3.880580 -3.128458 3.122946 -0.04 -0.06 0.02 0.081
C -1.075113 10.635884 -0.238617 -0.13 0.02 -0.06 -0.333
O -1.649119 9.565636 -0.331111 0.10 0.21 0.09 0.000
N 0.073426 10.830420 0.433422 0.07 0.11 0.01 -0.196
C 0.713077 12.129521 0.510561 0.04 -0.21 0.08 -0.056
C 0.688190 9.695977 1.102375 -0.17 -0.02 -0.09 -0.038
H -1.462701 11.553581 -0.711048 0.02 0.00 0.01 0.135
H 1.714875 12.080602 0.079770 0.01 0.08 0.01 0.090
H 0.791011 12.447891 1.551722 0.03 0.08 -0.02 0.090
H 0.130149 12.865309 -0.038818 -0.03 -0.02 -0.01 0.083
H 0.920809 8.915949 0.376250 0.03 -0.03 0.05 0.087
H 0.001209 9.280496 1.840508 0.05 -0.04 0.01 0.095
H 1.601996 10.014988 1.596343 0.00 0.04 -0.01 0.086
C 3.856947 -7.062830 2.098730 0.03 -0.02 0.09 -0.355
O 4.255735 -6.027123 2.598990 -0.05 0.03 -0.02 0.003
N 2.990410 -7.129324 1.071633 -0.01 -0.12 -0.05 -0.195
C 2.539840 -8.388857 0.516617 -0.02 0.23 -0.03 -0.060
C 2.496190 -5.881950 0.510074 0.15 -0.03 0.08 -0.037
H 4.179517 -8.053925 2.461268 0.00 0.00 -0.02 0.132
H 2.811206 -8.452752 -0.539129 -0.03 -0.08 0.00 0.089
H 1.454902 -8.472508 0.607565 0.00 -0.08 -0.03 0.089
H 3.001889 -9.217919 1.048718 0.02 0.01 0.03 0.081
H 3.332394 -5.288017 0.138361 -0.06 0.06 -0.02 0.100
H 1.985669 -5.307906 1.277513 -0.06 0.09 -0.08 0.056
H 1.805709 -6.087203 -0.303550 -0.01 -0.06 0.01 0.088
```
Forces are in eV/Å.

E_LUMO in hartree: -0.0226
Orbital gap in eV: 8.09
SMILES: C/C(Cl)=C(\Cl)c1ccc2c(c1)C(=O)c1ccccc1C2=O.CN(C)C=O.CN(C)C=O.CN(C)C=O.CN(C)C=O

Density functional theory data (ωB97M-V/def2-TZVPD) for the ion C8H10N3S2 with charge +1.

Structure (XYZ):
```
23
Properties=species:S:1:pos:R:3:forces:R:3:lowdin_charge:R:1
C 3.553234 0.769838 -0.371183 1.41 -2.07 0.34 -0.834
C 0.030310 -0.841208 -0.857654 -1.45 0.72 -1.63 -0.070
C -0.852358 0.288142 -0.799204 -0.52 -0.17 -0.67 -0.118
C -0.792752 0.752742 0.533896 -0.83 -0.87 -0.52 -0.341
C 1.485488 -0.458615 -0.259203 0.82 -2.64 -0.17 -0.417
C -1.745381 0.908748 -1.799862 -0.23 1.53 -0.12 -0.007
C -1.610291 1.773042 1.071249 -4.22 3.18 3.05 -0.027
C 0.488260 -2.342468 1.144774 -2.99 1.90 3.14 0.018
N 4.068599 -0.379656 -0.350345 -0.92 2.42 -0.61 -0.270
N -0.090984 0.013683 1.324299 0.59 -0.52 0.37 0.258
N 0.379909 -1.028782 0.528125 0.84 -1.75 -0.29 -0.335
S 2.832153 -1.585779 -0.424585 -0.52 1.43 0.41 1.023
S 2.659389 2.017219 -0.220112 0.76 0.72 -0.18 0.894
H -0.057399 -1.707276 -1.606421 0.36 1.40 1.42 0.213
H -1.681322 2.060041 -1.766889 0.52 -1.63 -0.27 0.128
H -2.809267 0.836750 -1.484417 0.47 -0.61 -0.30 0.117
H -1.565879 0.532244 -2.814548 -0.32 0.23 0.33 0.098
H -2.466281 1.381458 1.840002 1.63 0.15 -2.31 0.167
H -2.153637 2.510358 0.376378 1.11 -1.38 0.85 0.115
H -1.161656 2.362640 1.883098 0.69 0.12 -0.66 0.097
H 1.221059 -2.222172 1.887658 1.07 -0.11 1.05 0.092
H -0.481436 -2.581034 1.676571 0.98 0.21 -0.80 0.147
H 0.750234 -3.059913 0.488369 0.75 -2.24 -2.41 0.054
```
Forces are in eV/Å.

E_LUMO (alpha / beta) in hartree: -0.2108 / -0.2300
Orbital gap (alpha / beta) in eV: 6.70 / 6.04
Relative energy (zero: lowest compared OMol25 entry of this formula, charge and spin) in kcal/mol: 7.8
Net charge: +1